No. 1
23
Properties=species:S:1:pos:R:3:forces:R:3:nbo_charge:R:1 method="wB97M-V/def2-TZVPD" homo_lumo_gap_ev=9.5 mol_weight_da=121.18 e_tot_ha=-404.70771 smiles=CN[C@H](C)CCO.O
O -3.1622 -1.0634 -0.8520 0.162 -0.178 -0.484 -0.93
O -0.4935 -0.1236 3.3829 0.245 0.015 -0.246 -0.73
N -0.1539 0.7944 -0.8275 0.016 -0.441 -0.013 -0.63
C 1.6309 -0.9436 -1.0198 -0.507 0.186 0.416 -0.62
C 0.3177 -0.6608 1.1139 -0.319 0.550 0.412 -0.43
C 0.3361 1.9761 -1.5115 0.023 0.383 0.215 -0.41
C 0.8855 0.0459 -0.1093 -0.444 -0.423 -0.701 -0.04
C -0.5322 0.2629 1.9906 -0.245 -0.817 0.651 -0.05
H -2.7437 -1.3349 -1.6863 -0.232 0.103 0.477 0.46
H 1.6187 0.7744 0.2096 0.124 0.307 0.451 0.19
H -1.5843 0.2450 1.6916 0.146 0.190 -0.287 0.17
H -0.3229 -1.5198 0.8700 0.433 -0.129 -0.272 0.18
H 1.3840 1.9023 -1.8434 -0.275 -0.131 -0.375 0.17
H 2.3598 -0.4141 -1.6131 0.213 0.009 -0.404 0.21
H -0.5861 0.1694 -1.5036 0.013 0.178 0.160 0.34
H 1.1745 -0.9928 1.7067 -0.136 -0.231 0.053 0.21
H -0.3501 2.2304 -2.3192 0.284 -0.078 -0.206 0.20
H -0.4695 -1.0878 3.4549 -0.071 0.293 -0.159 0.46
H 2.1416 -1.6630 -0.3904 0.244 -0.277 -0.086 0.21
H 0.3124 2.8345 -0.8425 -0.016 0.085 0.240 0.19
H -0.1749 1.2791 1.9389 0.100 0.349 0.067 0.18
H 0.9202 -1.4682 -1.6710 0.199 -0.004 0.106 0.19
H -2.5081 -1.2424 -0.1696 0.041 0.062 -0.014 0.47

***

No. 2
13
Properties=species:S:1:pos:R:3:forces:R:3:nbo_charge:R:1 method="wB97M-V/def2-TZVPD" homo_lumo_gap_ev=10.8 mol_weight_da=72.11 e_tot_ha=-232.28534 smiles=C1CCOC1
O -0.0299 -1.4794 -0.5436 -1.346 2.117 4.980 -0.59
C -0.4598 0.8141 0.0074 -5.831 2.434 0.377 -0.48
C -1.2299 -0.5259 0.0247 -0.952 -2.196 -0.480 -0.09
C 1.1122 -0.7198 0.3623 0.408 -1.477 -2.334 -0.11
C 0.8425 0.5933 -0.5046 4.264 -0.502 1.547 -0.44
H -2.2157 -0.5585 -0.7221 2.979 -0.140 1.737 0.21
H -0.5742 1.3629 0.9897 0.513 -0.670 -0.978 0.21
H 0.8338 -0.5093 1.6040 0.803 -1.076 -3.831 0.20
H 0.7347 0.3542 -1.6158 1.151 0.439 1.639 0.24
H 1.5534 1.4345 -0.1291 -0.986 -1.193 -1.392 0.21
H 2.1600 -1.3483 0.1243 -3.019 1.744 0.974 0.22
H -1.6911 -0.8341 1.1427 1.709 0.412 -3.003 0.19
H -1.0362 1.4164 -0.7399 0.306 0.108 0.765 0.21

***

No. 3
8
Properties=species:S:1:pos:R:3:forces:R:3:lowdin_charge:R:1 method="wB97M-V/def2-TZVPD" homo_lumo_gap_ev=3.4 mol_weight_da=180.43 e_tot_ha=-408.69949
Rb 2.6595 2.9356 1.3068 -0.779 -0.016 -0.136 0.74
O -0.9398 -5.3277 0.9770 -0.087 0.479 0.057 0.27
O -0.0865 2.9179 1.9046 -1.725 1.744 -0.324 -0.40
O -0.7068 -3.0378 1.2142 -0.069 0.595 0.034 0.10
O 0.2965 2.6888 -0.1951 -1.653 1.697 -0.693 -0.40
C -0.8429 -4.1863 1.0941 0.162 -0.897 -0.104 -0.38
C -0.4093 3.3411 0.7018 4.044 -4.280 1.224 -0.55
Li -0.4638 -1.0171 1.1677 0.106 0.679 -0.058 0.63

***

no.,HOMO (Ha)
1,-0.328
2,-0.358
3,-0.161